(1)
DFT (ωB97M-V/def2-TZVPD) results for a structure of composition C23H22Br2CdN12O.

```
61
Properties=species:S:1:pos:R:3:nbo_charge:R:1
Cd -0.28709 -0.11864 0.13069 1.665
Br 5.46094 5.00739 0.10801 -0.041
Br 4.96576 -0.49098 -1.07807 -0.011
O 1.99757 0.11053 -0.63219 -0.757
N -3.50409 -3.26595 0.34668 -0.150
N 0.82725 2.38311 0.28826 -0.436
N -1.75416 1.00825 -1.20194 -0.542
N 0.80142 -2.34624 -0.10011 -0.497
N -2.27417 -3.01726 0.03862 -0.161
N -2.11564 -1.68506 -0.13458 -0.511
N -3.64032 0.16971 0.05832 -0.613
N -2.75591 2.64336 -2.17632 -0.149
N -4.21446 -2.11964 0.39956 -0.423
N 2.27565 -6.25673 0.08375 -0.806
N -3.69290 2.03325 -1.41759 -0.424
N -1.61872 2.04892 -2.05443 -0.134
C -1.22857 3.37763 1.07980 -0.657
C 1.56943 -2.74163 0.90832 0.088
C 0.51692 -3.23233 -1.04637 0.107
C 0.22668 3.46270 0.72152 0.233
C 4.11554 1.14086 -0.58719 -0.226
C 2.14806 2.40182 0.00926 0.174
C -1.07058 1.05162 5.50176 -0.585
C 0.93062 4.68225 0.85198 -0.246
C 2.26415 4.73185 0.57714 -0.171
C 1.77542 -4.95100 0.02677 0.193
C 4.33313 3.47025 -0.07706 -0.132
C 0.03366 -1.19287 5.54570 -0.585
C -0.11049 0.09775 2.27183 -0.633
C -3.32261 -1.18863 0.10150 0.420
C -3.03582 1.03995 -0.84166 0.429
C 1.42182 0.88276 5.34694 -0.585
C 2.94072 3.56263 0.16544 -0.143
C 0.09600 0.22021 4.95004 -0.167
C 4.90434 2.28030 -0.43242 -0.235
C -0.00504 0.14472 3.48324 -0.128
C 2.07750 -4.02312 1.01791 -0.321
C 0.98764 -4.53172 -1.03869 -0.314
C 2.71319 1.12095 -0.43251 0.378
H 2.81744 5.65717 0.67933 0.210
H 2.26504 0.29899 4.97566 0.210
H -2.02248 0.60237 5.21734 0.216
H 2.69229 -4.29811 1.86647 0.199
H -1.01728 1.11116 6.59399 0.179
H -4.63163 0.33647 0.14055 0.402
H 1.71275 -6.92930 -0.41390 0.369
H -0.13875 -2.89126 -1.83772 0.209
H 5.97172 2.21497 -0.59445 0.220
H -1.47415 2.36360 1.39081 0.253
H 1.50034 0.96252 6.43666 0.179
H -1.04079 2.06203 5.09178 0.211
H 0.07092 -1.15108 6.63959 0.179
H 0.39988 5.57016 1.17521 0.199
H 2.48943 -6.57025 1.01788 0.368
H -1.85487 3.63356 0.22290 0.244
H 0.71410 -5.21831 -1.83031 0.199
H 1.77364 -1.99144 1.66494 0.219
H 1.49137 1.88123 4.91416 0.215
H -0.88604 -1.69247 5.24080 0.218
H -1.46076 4.06554 1.89569 0.193
H 0.87392 -1.79118 5.18980 0.207
```

Results
frontier orbital gap = 6.14 eV
charge = -2
maximum force = 0.01057 Eh/bohr
2S+1 = 1
electronic energy = -188787.049 eV

---

(2)
DFT (ωB97M-V/def2-TZVPD) results for a structure of composition C9F27HfN4O19S9.

```
69
Properties=species:S:1:pos:R:3:nbo_charge:R:1
Hf 19.64108 -15.51288 13.93596 2.468
S 19.21455 -13.87094 10.66309 2.361
S 22.56917 -16.29229 14.90363 2.129
S 17.99190 -12.18454 14.24661 2.203
S 18.70368 -18.32654 11.86176 2.163
S 18.68249 -17.57645 16.90269 2.201
S 16.93402 -16.37425 15.16871 2.115
S 23.09054 -14.00736 13.86386 2.177
S 21.04514 -17.37928 11.26248 2.167
S 19.34795 -13.21630 16.35364 2.138
F 17.84995 -17.32367 9.51004 -0.269
F 20.74431 -19.19680 16.63014 -0.291
F 21.17902 -12.12403 11.10849 -0.304
F 21.92833 -19.86374 11.03934 -0.291
F 16.56294 -18.75215 10.41412 -0.308
F 22.76272 -12.24155 15.72060 -0.322
F 15.56952 -17.98128 13.54266 -0.271
F 21.50947 -19.28532 13.10834 -0.309
F 20.49309 -12.26042 9.04536 -0.313
F 21.69127 -13.84534 9.90539 -0.303
F 14.71198 -17.78053 15.49028 -0.292
F 22.39870 -16.77413 17.48102 -0.285
F 16.27650 -13.57892 12.62375 -0.303
F 19.08085 -19.69204 15.35730 -0.294
F 15.76918 -11.54200 12.96449 -0.302
F 24.39000 -16.61417 16.77465 -0.288
F 18.44047 -12.52907 18.72712 -0.302
F 21.44224 -11.95829 14.01772 -0.290
F 16.47006 -19.00763 15.23782 -0.280
F 18.99986 -20.16306 17.42677 -0.299
F 23.27089 -18.62866 12.10368 -0.294
F 23.51158 -11.37091 13.88084 -0.289
F 18.00078 -14.53292 18.27116 -0.273
F 15.52033 -13.04057 14.57904 -0.309
F 16.67015 -16.76668 11.25079 -0.293
F 23.23799 -14.79979 17.06490 -0.268
F 16.88848 -12.92690 17.29713 -0.271
O 23.22056 -13.91001 12.42590 -0.874
O 20.08313 -14.47120 16.35009 -0.959
O 17.38454 -17.81406 17.51929 -0.908
O 24.31078 -14.28304 14.62190 -0.902
O 19.57346 -14.28703 12.05731 -1.069
O 18.01369 -18.55595 13.11205 -0.952
O 18.78113 -11.62371 13.19320 -0.884
O 19.61081 -16.84581 17.69359 -0.897
O 18.14432 -12.91289 10.59930 -0.921
O 21.37660 -17.10990 14.91016 -0.969
O 21.94545 -16.25364 11.34027 -0.897
O 17.59744 -11.27592 15.28514 -0.923
O 20.05096 -11.98453 16.40157 -0.828
O 19.24412 -19.49033 11.23479 -0.876
O 23.64101 -16.84817 14.11820 -0.823
O 19.10381 -15.00848 9.78713 -0.934
O 20.68930 -17.70334 9.90602 -0.881
O 17.09869 -15.66798 13.87778 -0.947
O 16.35675 -15.52365 16.17676 -0.852
N 18.67883 -13.60448 14.71521 -1.256
N 21.77621 -14.88008 14.24066 -1.238
N 18.59882 -16.85449 15.42079 -1.264
N 19.79330 -17.02808 12.25908 -1.275
C 16.26421 -12.62243 13.56318 0.761
C 20.72571 -12.95230 10.16766 0.719
C 15.82974 -17.95247 14.81674 0.862
C 22.67792 -12.25135 14.37888 0.756
C 21.99926 -18.91650 11.93838 0.784
C 19.44077 -19.28343 16.55582 0.769
C 23.19974 -16.04764 16.71831 0.842
C 18.03197 -13.33368 17.75579 0.830
C 17.35914 -17.71519 10.64912 0.797
```

Results
frontier orbital gap = 9.09 eV
charge = -1
maximum force = 0.10853 Eh/bohr
2S+1 = 1
electronic energy = -226391.346 eV

---

(3)
DFT (ωB97M-V/def2-TZVPD) results for the molecule C7H8O.

```
16
Properties=species:S:1:pos:R:3:nbo_charge:R:1
O 2.06645 -0.16181 0.66294 -0.666
C -0.08562 -1.16396 -0.39186 -0.223
C -0.94423 0.95707 2.18889 -0.232
C -0.22799 0.59002 1.33144 -0.046
C 0.90884 0.88693 -0.68731 -0.164
C 0.03658 1.47869 -1.70860 -0.438
C -1.20740 -1.84111 -0.03195 -0.376
C 0.65090 -0.08295 0.32027 0.016
H 0.72537 -1.79222 -0.98504 0.225
H -2.08365 1.03327 2.69009 0.274
H -1.70119 -2.75019 -0.77069 0.232
H -0.98896 1.22080 -2.23110 0.245
H 2.00157 -0.74794 1.33492 0.467
H -1.85226 -1.33925 0.79087 0.215
H 0.71382 2.52362 -2.04628 0.218
H 1.98776 1.18902 -0.46659 0.253
```

Results
frontier orbital gap = 9.88 eV
maximum force = 0.16967 Eh/bohr
SMILES string = C#CC(O)(C=C)C=C
2S+1 = 1
electronic energy = -9427.698 eV

---

Q: Among the records above, which one has the highest frontier orbital gap?
A: C7H8O